Formula: C6H12O
Source: the OMol25 dataset
Level of theory: the ωB97M-V functional and the def2-TZVPD basis

XYZ file:
```
19
Properties=species:S:1:pos:R:3:nbo_charge:R:1
C 0.221 -1.655 0.850 -0.60
C -0.272 -0.632 -0.178 -0.22
C -0.388 -1.250 -1.572 -0.60
C 0.653 0.576 -0.208 -0.25
C 0.150 1.934 -0.654 -0.46
C 0.455 1.674 0.771 0.02
O -0.955 1.602 1.789 -0.81
H 0.303 -1.214 1.851 0.20
H -0.458 -2.514 0.913 0.21
H 1.215 -2.036 0.578 0.20
H -1.262 -0.272 0.131 0.22
H -1.076 -2.104 -1.565 0.21
H 0.589 -1.610 -1.921 0.20
H -0.757 -0.517 -2.298 0.21
H 1.687 0.331 -0.467 0.23
H 0.787 2.587 -1.252 0.23
H -0.915 2.034 -0.850 0.24
H 0.512 2.134 1.755 0.32
H -0.804 0.806 2.330 0.45
```

Results
- Kohn-Sham gap (hartree) = 0.3865
- E_HOMO (eV) = -9.5
- LUMO (eV) = 0.99
- relative energy (zero: lowest compared OMol25 entry of this formula, charge and spin) (kcal per mole) = 83.49
- net charge = 0
- structure (SMILES) = CC(C)[C@H]1C[C@H]1O
- E (hartree) = -310.92622

***

Formula: C16H26N2O3
Source: the OMol25 dataset
Level of theory: the ωB97M-V functional and the def2-TZVPD basis

XYZ file:
```
47
Properties=species:S:1:pos:R:3:nbo_charge:R:1
C -5.746 -0.289 -0.953 -0.61
C -4.502 -1.055 -0.513 -0.23
C -4.878 -2.268 0.333 -0.60
C -3.561 -0.133 0.267 -0.05
O -3.081 0.869 -0.606 -0.54
C -2.419 1.934 0.023 -0.06
C -1.004 1.589 0.519 0.07
O -0.467 2.763 1.072 -0.74
C -0.160 1.035 -0.646 -0.40
C 1.338 0.983 -0.311 -0.30
C 2.141 0.283 -1.419 -0.42
C 3.563 0.032 -0.994 -0.03
C 4.402 1.097 -0.690 -0.16
C 5.698 0.875 -0.262 -0.22
C 6.177 -0.418 -0.134 -0.22
C 5.355 -1.486 -0.447 -0.21
C 4.057 -1.260 -0.872 -0.21
C 1.524 0.362 1.062 0.67
O 1.580 1.041 2.079 -0.67
N 1.565 -0.979 1.114 -0.45
N 1.632 -1.682 2.333 -0.65
H -5.453 0.595 -1.513 0.22
H -6.325 0.023 -0.086 0.20
H -6.375 -0.912 -1.584 0.21
H -3.964 -1.388 -1.406 0.20
H -3.993 -2.833 0.618 0.21
H -5.540 -2.924 -0.225 0.21
H -5.390 -1.952 1.239 0.20
H -4.098 0.329 1.109 0.16
H -2.726 -0.721 0.679 0.16
H -3.002 2.315 0.873 0.17
H -2.338 2.725 -0.725 0.19
H -1.080 0.814 1.299 0.16
H 0.313 2.513 1.597 0.50
H -0.301 1.675 -1.519 0.21
H -0.533 0.040 -0.894 0.21
H 1.694 2.014 -0.215 0.24
H 2.130 0.928 -2.301 0.23
H 1.662 -0.658 -1.701 0.20
H 4.039 2.109 -0.791 0.20
H 6.336 1.714 -0.026 0.21
H 7.188 -0.592 0.203 0.21
H 5.723 -2.498 -0.358 0.21
H 3.428 -2.104 -1.122 0.20
H 1.456 -1.558 0.298 0.39
H 1.329 -1.030 3.058 0.38
H 2.606 -1.918 2.536 0.35
```

Results
- Kohn-Sham gap (hartree) = 0.3651
- E_HOMO (eV) = -9.2
- LUMO (eV) = 0.69
- relative energy (zero: lowest compared OMol25 entry of this formula, charge and spin) (kcal per mole) = 55.02
- net charge = 0
- structure (SMILES) = CC(C)COC[C@H](O)C[C@H](Cc1ccccc1)C(=O)NN
- E (hartree) = -960.49674

***

Formula: C6H6N
Source: the OMol25 dataset
Level of theory: the ωB97M-V functional and the def2-TZVPD basis

XYZ file:
```
13
Properties=species:S:1:pos:R:3:nbo_charge:R:1
C 1.772 0.421 0.065 -0.02
C 1.614 -0.816 -0.064 0.38
N 0.772 -1.769 -0.041 -0.52
C -0.894 -1.072 0.095 -0.16
C -0.992 0.369 -0.060 -0.15
C -0.281 1.452 -0.037 -0.24
C 1.177 1.624 0.046 -0.03
H 0.962 -2.773 -0.206 0.45
H -1.285 -1.640 -0.703 0.24
H -1.450 -1.361 0.982 0.26
H -2.048 0.612 -0.239 0.26
H -0.889 2.291 -0.070 0.24
H 1.544 2.663 0.233 0.28
```

Results
- Kohn-Sham gap (hartree) = 0.3001
- E_HOMO (eV) = -14.3
- LUMO (eV) = -6.14
- relative energy (zero: lowest compared OMol25 entry of this formula, charge and spin) (kcal per mole) = 67.35
- net charge = +1
- structure (SMILES) = C1=C=[NH+]CC=CC=1
- E (hartree) = -286.52793

***

Formula: C6H6FeO18
Source: the OMol25 dataset
Level of theory: the ωB97M-V functional and the def2-TZVPD basis

XYZ file:
```
31
Properties=species:S:1:pos:R:3:nbo_charge:R:1
Fe 0.154 0.137 -0.107 2.06
O -1.991 0.713 3.664 -0.71
C -1.678 -0.099 2.658 0.96
O -0.891 0.295 1.793 -0.80
O -2.055 -1.237 2.628 -0.78
H -2.509 0.041 4.115 0.47
O -2.271 -3.016 -1.142 -0.72
C -2.312 -1.635 -1.297 1.00
O -1.457 -0.973 -0.726 -0.78
O -3.287 -1.151 -1.950 -0.81
H -3.065 -3.313 -1.594 0.46
O -0.081 -3.156 1.780 -0.76
C 1.083 -2.633 1.270 0.99
O 1.000 -1.574 0.629 -0.80
O 2.108 -3.287 1.410 -0.76
H -0.701 -2.424 1.801 0.51
O 2.684 3.198 0.355 -0.75
C 2.687 1.962 0.840 0.98
O 1.619 1.297 0.765 -0.84
O 3.740 1.505 1.236 -0.74
H 1.817 3.389 -0.009 0.51
O -2.087 3.746 -1.124 -0.72
C -0.910 3.099 -0.796 0.97
O 0.002 3.791 -0.476 -0.78
O -0.803 1.854 -0.770 -0.80
H -1.535 4.519 -0.987 0.48
O 2.953 -0.461 -3.175 -0.70
C 1.856 -0.926 -2.606 0.97
O 1.645 -2.159 -2.684 -0.77
O 1.104 -0.214 -1.896 -0.81
H 3.180 -1.289 -3.605 0.48
```

Results
- Kohn-Sham gap (alpha / beta) (hartree) = 0.2681 / 0.2652
- E_HOMO (alpha / beta) (eV) = -0.1 / 0.0
- LUMO (alpha / beta) (eV) = 7.19 / 7.18
- spin multiplicity = 6
- relative energy (zero: lowest compared OMol25 entry of this formula, charge and spin) (kcal per mole) = 47.54
- net charge = -3
- E (hartree) = -2850.47172

***

Formula: C2H5ClN2O
Source: the OMol25 dataset
Level of theory: the ωB97M-V functional and the def2-TZVPD basis

XYZ file:
```
11
Properties=species:S:1:pos:R:3:nbo_charge:R:1
C 2.028 -0.517 -0.175 -0.16
C -1.818 0.519 0.119 -0.29
N 0.776 -0.243 -0.046 -0.26
N -0.088 -1.167 0.045 -0.09
O -1.396 -0.804 -0.244 -0.38
Cl 3.183 0.714 -0.038 0.01
H 2.425 -1.601 -0.206 0.23
H -1.512 0.607 1.166 0.18
H -2.859 0.426 -0.192 0.23
H -1.233 1.353 -0.368 0.14
H 0.494 0.711 -0.062 0.39
```

Results
- Kohn-Sham gap (alpha / beta) (hartree) = 0.2929 / 0.2929
- E_HOMO (alpha / beta) (eV) = -7.3 / -7.3
- LUMO (alpha / beta) (eV) = 0.71 / 0.71
- relative energy (zero: lowest compared OMol25 entry of this formula, charge and spin) (kcal per mole) = 106.06
- net charge = 0
- E (hartree) = -723.96711